DFT (wB97M-V/def2-TZVPD) results for a cluster of 3 separate species, C12H27N5P in total.

```
45
Properties=species:S:1:pos:R:3:forces:R:3:lowdin_charge:R:1
P -2.5486 1.4661 1.5543 0.01 -0.03 2.23 0.94
N -2.2953 1.1910 -1.5395 0.01 0.04 0.02 0.22
N -0.5751 -0.3974 -1.4813 -1.23 -0.24 0.50 0.13
N -1.4008 0.5435 0.5374 -1.58 0.66 -1.55 -0.07
N 2.2293 -0.6746 -2.4724 -0.11 0.00 0.23 0.14
N -0.7359 -1.3183 3.2030 -0.05 0.02 -0.25 0.15
C -1.4684 0.4654 -0.7915 0.63 -0.39 0.28 -0.43
C -2.4706 3.2440 1.0550 0.58 -0.90 -1.21 -0.41
C 2.2407 0.2898 4.0489 -0.06 0.23 0.18 -0.25
C 3.2182 -4.0819 -3.8260 -0.06 0.02 0.03 -0.10
C -1.0530 3.5896 0.5724 -0.41 -0.06 0.17 -0.15
C 1.9337 -1.3562 -3.3470 0.18 0.04 -0.17 -0.23
C 1.4353 1.4157 4.6875 -0.01 -0.07 -0.02 -0.10
C 0.2960 -0.8522 3.0055 0.01 0.05 -0.06 -0.25
C 1.7673 -3.7148 -4.1163 0.22 -0.13 0.06 -0.26
C -4.2344 0.9234 1.0944 0.42 0.44 -0.32 -0.28
C 1.5837 -2.2319 -4.4621 -0.19 -0.24 -0.09 -0.19
C 1.6012 -0.2404 2.7602 0.33 -0.07 0.12 -0.19
H 2.1945 -1.9676 -5.3265 0.07 0.07 0.05 0.13
H 1.1448 -3.9740 -3.2573 -0.05 0.04 -0.02 0.11
H -3.2039 3.4288 0.2729 -0.20 0.35 0.00 0.06
H 0.5455 -2.0389 -4.7380 0.00 0.09 0.03 0.12
H -2.4689 2.1750 -1.4322 -0.50 -0.03 0.65 0.11
H 0.3407 -0.2216 -1.0728 0.32 -0.20 -0.29 0.07
H -2.6840 0.7428 -2.3508 0.69 0.19 -0.65 0.14
H 3.2406 0.6513 3.8080 0.02 -0.06 -0.08 0.11
H 1.4862 0.5718 2.0376 -0.11 0.01 0.01 0.11
H 0.4427 1.0760 4.9877 -0.01 0.00 -0.02 0.07
H -0.8631 3.2266 -0.4336 0.06 -0.02 -0.17 0.05
H 3.3067 -5.1477 -3.6218 0.02 -0.01 -0.01 0.08
H -0.9139 4.6623 0.5620 0.18 0.18 0.04 0.08
H 1.3153 2.2531 3.9966 0.00 0.01 0.00 0.07
H -4.6007 1.3491 0.1665 -0.13 -0.20 -0.25 0.03
H 1.9407 1.7861 5.5776 0.00 0.02 0.01 0.08
H -1.2056 -0.3632 0.9600 0.93 0.33 0.37 0.08
H -0.3248 3.1180 1.2240 0.28 0.17 0.14 0.06
H 3.8588 -3.8486 -4.6774 0.01 0.00 0.00 0.08
H -4.8487 1.3217 1.8969 -0.11 0.05 0.18 0.04
H 2.3616 -0.5265 4.7616 0.00 -0.06 -0.05 0.12
H -4.3200 -0.1555 1.1324 -0.02 -0.19 -0.10 0.04
H -2.7140 3.8241 1.9343 -0.20 -0.01 0.23 0.08
H 1.4071 -4.3065 -4.9582 -0.07 0.06 -0.03 0.11
H 2.2523 -0.9858 2.3003 -0.07 -0.05 -0.03 0.12
H 3.5995 -3.5451 -2.9561 0.01 0.03 -0.01 0.07
H -0.8127 -1.3663 -1.2766 0.20 -0.14 -0.16 0.11
```
Positions in Å, forces in eV/Å.

Values from the calculation:
Total charge   +1
Orbital gap   8.28 eV

***

DFT (wB97M-V/def2-TZVPD) results for a structure of composition C12H28AgF4KN6O12S4.

```
68
Properties=species:S:1:pos:R:3:forces:R:3:lowdin_charge:R:1
Ag -1.5138 -0.0473 -3.7015 -0.67 1.75 -0.87 0.50
K 0.6384 3.7547 -2.6340 -0.15 -0.41 -0.20 0.68
S -1.1768 -2.7362 -6.1034 5.70 -0.42 -6.24 0.38
S -0.4594 -0.9462 -0.5968 -0.34 -5.41 4.70 0.44
S 1.3852 0.0844 -1.8049 4.02 -2.72 -3.04 0.57
S -2.1365 -3.2063 -4.0225 -1.70 1.42 6.11 0.57
F -0.7722 -1.5187 -7.0174 -0.04 0.88 -0.22 -0.19
F 1.8461 -0.1674 -3.3619 -0.96 0.49 1.45 -0.21
F -1.9818 -0.8546 -0.7267 -2.23 0.34 0.57 -0.20
F -2.0553 -2.3167 -2.6783 0.01 0.29 1.03 -0.32
O -0.1466 -0.0897 0.5783 -0.38 -1.03 -2.36 -0.33
O -0.2443 -2.4176 -0.4424 -0.07 4.10 -0.10 -0.28
O 0.0293 -3.5608 -6.2586 -2.14 0.96 1.32 -0.29
O -4.0445 1.5414 0.4386 -3.71 -1.56 -0.32 0.03
O -1.4064 -4.3425 -3.5029 -0.53 0.60 -2.40 -0.24
O -7.4489 -2.0183 3.0829 1.35 -0.61 -0.88 0.16
O -3.5807 -3.1884 -4.0869 1.18 -0.86 -1.55 -0.28
O 1.9477 -1.3710 5.9830 0.71 0.03 -2.83 -0.04
O 2.3573 -0.8209 -1.1295 -3.09 2.30 -0.83 -0.28
O 1.6113 1.5024 -1.6810 -0.79 0.15 0.48 -0.45
O -2.3479 -3.2154 -6.7299 -1.55 -0.78 0.27 -0.26
O 5.9380 2.4921 -4.4733 0.05 -0.42 2.75 0.00
N 6.0062 2.0465 -2.1317 1.29 -1.15 -0.45 -0.17
N 2.6392 -1.0868 3.7571 1.32 0.00 -2.49 -0.17
N -2.3292 2.5264 1.4034 3.24 2.51 3.10 -0.14
N -0.2115 -0.3875 -2.0181 4.87 1.79 0.97 -0.39
N -5.5939 -1.3801 2.0104 -0.54 3.32 1.77 0.00
N -1.3483 -1.9169 -4.8089 -1.30 -3.50 1.08 -0.36
C 1.8827 -1.5339 4.7335 -1.48 0.18 4.21 -0.34
C -2.8838 1.7468 0.5064 3.40 0.73 -0.51 -0.41
C -2.9119 2.9156 2.7110 -0.98 -0.38 -1.36 -0.03
C 7.2719 1.2702 -1.9717 -0.61 -0.69 0.15 -0.03
C 3.6675 -0.0889 3.7124 1.00 1.43 1.77 -0.07
C 5.0648 1.7718 -1.0604 0.45 0.48 0.77 -0.07
C -4.4057 -1.7641 1.3223 0.82 1.24 0.35 0.04
C 5.5193 2.5216 -3.3010 0.30 0.78 -2.64 -0.33
C 2.2255 -1.2932 2.3646 -0.60 -0.09 0.32 -0.05
C -5.8957 0.0634 2.4740 0.83 0.00 -1.08 0.07
C -0.8470 2.7820 1.4808 -0.66 -0.72 0.28 -0.04
C -6.4718 -2.3162 2.3805 -2.81 -1.28 0.83 -0.21
H 1.4666 -2.0732 2.3019 0.18 -0.01 -0.16 0.09
H 4.1163 2.2696 -1.2620 0.10 -0.14 0.20 0.07
H 4.9129 0.7192 -0.8213 -0.24 -0.32 -0.88 0.09
H 3.2552 0.8369 3.3111 -0.19 0.16 0.01 0.09
H 4.5760 -0.2474 3.1312 -0.41 -1.05 -0.55 0.09
H -5.8509 0.6658 1.5668 0.40 -0.03 -0.26 0.10
H -4.6745 -1.8481 0.2693 0.27 -0.42 -0.32 0.15
H -0.5312 2.1525 2.3127 0.63 -0.02 -0.17 0.09
H 4.6201 3.1354 -3.1372 -0.36 -0.27 0.32 0.12
H 1.7831 -0.3570 2.0242 -0.01 -0.09 -0.33 0.07
H 7.9790 1.1405 -2.7910 -0.61 0.84 -0.47 0.09
H -2.3618 3.7387 3.1671 -0.28 0.13 -0.41 0.09
H 6.9722 0.2473 -1.7435 -0.03 -0.17 0.11 0.08
H 7.8439 1.6060 -1.1068 -0.21 0.39 0.02 0.08
H -0.2488 2.5674 0.5952 -0.50 -0.49 -0.10 0.07
H -5.0975 0.4396 3.1138 0.40 -0.47 -0.17 0.11
H 0.9803 -2.0597 4.3849 0.32 -0.28 -0.44 0.13
H -3.6913 -0.9476 1.4272 -0.03 0.00 -0.31 0.10
H 5.5137 2.1030 -0.1239 -0.17 0.63 0.13 0.09
H -2.9014 2.1106 3.4457 0.14 -0.35 -0.13 0.08
H -3.9733 -2.6439 1.7988 -0.25 -0.35 -0.45 0.14
H -0.6100 3.8106 1.7527 -0.55 0.15 -0.01 0.08
H 3.0959 -1.5212 1.7494 -0.17 -0.17 0.02 0.10
H -2.0469 1.3961 -0.1171 -0.73 -0.35 -0.82 0.11
H -6.2875 -3.3158 1.9573 -0.07 0.09 0.32 0.17
H 4.1203 0.1544 4.6736 -0.62 -0.14 0.41 0.09
H -6.8285 0.3438 2.9632 -0.18 -1.42 -0.09 0.11
H -3.9482 3.1431 2.4610 -0.06 0.40 0.59 0.09
```
Positions in Å, forces in eV/Å.

Values from the calculation:
2S+1   3
Orbital gap (alpha / beta)   3.12 / 2.63 eV

***

Ordered ΔE to the lowest compared entry with this formula, charge and spin results: 8.8, 33.2; unit kcal/mol.